The following is a DFT calculation (ωB97M-V/def2-TZVPD) of a cluster of 12 separate species, C17H56BIN3O15 in total at a distorted geometry.

Each line ends with the Löwdin charge.
Positions of all 93 atoms, in Å:
O -1.329086 0.661922 1.224437  0.0375
C -1.566012 -0.486623 1.487610  -0.7955
I -0.013297 -1.971763 1.465424  0.9906
C -3.011527 -0.889830 1.824327  -0.1269
N -3.807382 -0.742541 0.561725  0.1211
C -4.836405 -1.591966 0.433096  -0.3726
N -4.789956 -2.727321 -0.314800  0.1456
C -3.513881 -3.453065 -0.201325  -0.0842
C -3.626351 -4.593801 0.822214  -0.3068
C -4.440986 -4.279135 2.055347  0.0180
O -2.953928 -4.403444 1.989955  -0.0796
N -5.993987 -1.300216 1.015569  0.2840
B -6.267396 -0.092590 1.852284  -0.7090
O -7.218446 -0.229328 2.827955  0.1985
O -5.634571 1.083160 1.687639  0.2206
H -3.364950 -0.241909 2.617281  0.0921
H -3.040793 -1.919839 2.162931  0.0850
H -3.187345 -0.907576 -0.236396  0.1085
H -5.572725 -3.323006 -0.089919  0.1547
H -3.242184 -3.945057 -1.124768  0.1275
H -2.676222 -2.849243 0.112197  0.0828
H -3.710732 -5.584200 0.432902  0.1473
H -4.520503 -3.271984 2.415983  0.0922
H -4.607046 -5.109080 2.714456  0.1212
H -6.772501 -1.918970 0.854055  0.1637
H -8.082427 -0.467605 2.480423  0.1173
H -5.172049 1.340077 2.496246  0.1070
C 3.413172 -4.297362 0.709846  -0.1271
O 2.281282 -4.685234 1.499836  -0.1925
H 3.265185 -4.662890 -0.300485  0.0837
H 3.499371 -3.210681 0.687811  0.0592
H 4.328485 -4.730349 1.118177  0.0875
H 2.427078 -4.355947 2.390625  0.0704
C 4.075561 -1.119336 -1.501141  -0.1438
O 3.415527 -2.371420 -1.712396  -0.1433
H 5.005559 -1.131572 -2.062916  0.0870
H 3.453354 -0.297092 -1.854719  0.0633
H 4.297494 -0.977048 -0.443621  0.0644
H 2.596431 -2.350561 -1.213160  0.0439
C 0.112498 -6.556252 0.182064  -0.1237
O -0.985805 -5.843429 -0.398197  -0.1355
H 0.760338 -6.882710 -0.625675  0.0857
H 0.679063 -5.909950 0.849766  0.0468
H -0.247425 -7.432350 0.727603  0.0827
H -1.555293 -5.555455 0.316413  0.0188
C 3.939921 2.564778 -1.188656  -0.1463
O 4.299938 1.557429 -0.239972  -0.1375
H 3.369605 2.090770 -1.984924  0.0714
H 3.321949 3.330258 -0.711325  0.0805
H 4.832010 3.021659 -1.606485  0.0564
H 4.800567 1.990093 0.455894  0.0723
C 5.687694 6.025271 -0.814401  -0.1277
O 6.203909 4.690786 -0.870328  -0.1416
H 5.017937 6.170683 -1.658061  0.0777
H 5.136301 6.178553 0.115121  0.0838
H 6.509424 6.742645 -0.877011  0.0754
H 6.794417 4.578485 -0.120155  0.0850
C -2.853728 -1.309184 -3.368074  -0.1171
O -2.453661 -0.480935 -2.265126  -0.1377
H -2.866568 -2.341914 -3.028508  0.0686
H -3.852250 -1.033095 -3.712821  0.0755
H -2.144665 -1.213029 -4.190537  0.0868
H -2.443061 0.424418 -2.587458  0.0877
C -2.864389 0.326996 5.256769  -0.1081
O -3.881670 0.868261 4.385559  -0.1466
H -2.072384 -0.082013 4.644916  0.0543
H -2.453236 1.108519 5.889952  0.0864
H -3.290960 -0.468804 5.873247  0.0895
H -4.575013 1.228517 4.945122  0.0897
C 1.121086 0.234525 5.004429  -0.1311
O -0.053012 1.039793 4.843435  -0.1483
H 1.184148 -0.108903 6.033096  0.0827
H 1.046641 -0.631249 4.343464  0.0356
H 2.015116 0.814231 4.766973  0.0816
H -0.077534 1.326343 3.925769  0.0707
C -6.972547 0.359885 -2.387525  -0.1308
O -6.522877 -0.988814 -2.539318  -0.1277
H -7.642171 0.583932 -3.211835  0.0847
H -7.514659 0.484141 -1.445208  0.0712
H -6.128377 1.052893 -2.413993  0.0817
H -5.933257 -1.184384 -1.809546  0.0138
C 8.756968 5.519315 -3.903414  -0.1391
O 8.426419 6.492411 -2.909886  -0.1308
H 9.310291 6.013520 -4.696743  0.0815
H 9.377070 4.734488 -3.465109  0.0784
H 7.846080 5.079609 -4.317500  0.0719
H 7.940278 6.034211 -2.218040  0.0310
C 5.111226 6.953157 -4.914021  -0.1609
O 5.434673 8.028019 -4.041635  -0.1270
H 4.275889 7.255796 -5.539870  0.0772
H 5.969189 6.716655 -5.549142  0.0746
H 4.823413 6.068712 -4.335445  0.0673
H 6.174670 7.737137 -3.498358  0.0452

Force components x, y, z for each atom (eV/Å):
-0.1 -1.5 0.3
0.1 1.9 -0.2
-0.4 0.0 0.0
0.3 -0.3 -0.2
1.5 -0.5 -0.3
-1.8 -0.6 -0.5
1.2 1.1 1.0
0.1 -1.9 -0.4
-1.8 1.7 0.0
3.0 -1.0 0.6
1.1 -0.1 0.3
-0.1 0.9 0.1
-0.6 0.4 0.5
-0.2 -0.1 -0.4
0.9 -0.7 -0.1
-0.1 0.3 0.0
0.2 -0.2 0.1
0.1 0.4 -0.2
-0.2 -0.2 -0.5
0.0 0.3 -0.5
0.0 0.4 -0.1
0.1 -0.7 -0.2
-1.3 0.3 -0.1
-1.5 -0.1 0.1
0.1 -0.4 0.2
-0.2 -0.3 0.4
0.0 0.6 0.1
0.0 0.0 0.4
0.0 0.3 0.0
-0.1 0.0 0.0
0.1 0.0 -0.1
0.0 0.0 -0.1
0.0 -0.1 0.1
-0.3 -0.3 0.1
0.2 0.1 -0.2
0.0 -0.1 0.0
0.1 0.1 0.1
0.1 0.1 0.0
-0.1 0.0 0.0
-0.2 0.1 0.2
-0.2 0.1 -0.3
0.0 0.0 -0.1
0.0 -0.1 -0.1
0.1 -0.1 0.0
0.2 -0.1 0.2
0.1 -0.1 0.2
-0.1 0.1 0.0
0.0 -0.1 0.1
0.0 0.1 -0.1
-0.1 0.1 -0.1
0.1 0.0 0.0
0.2 -0.2 0.2
0.1 0.2 -0.1
0.0 -0.1 0.0
0.0 0.1 0.0
-0.2 0.2 0.0
0.0 0.0 0.0
0.0 0.3 0.0
-0.2 -0.3 0.1
0.1 0.0 0.0
0.0 -0.1 0.0
0.0 -0.1 0.0
0.1 0.1 0.2
-0.7 0.0 0.1
0.0 -0.1 -0.1
0.0 0.1 -0.1
0.1 0.0 0.0
0.1 0.0 0.0
0.0 0.0 0.1
-0.2 0.2 -0.4
0.3 -0.1 0.2
-0.2 0.1 0.1
0.3 -0.1 0.1
0.1 -0.1 0.0
0.0 0.1 0.0
0.2 -0.2 0.1
-0.2 0.1 0.0
0.0 -0.1 0.0
0.0 0.1 0.0
-0.1 0.1 0.0
0.2 0.0 -0.1
-0.2 0.0 0.3
-0.1 0.1 -0.2
0.0 0.1 0.0
0.0 -0.1 -0.1
0.1 -0.1 -0.1
0.0 -0.1 0.0
0.3 0.1 0.3
-0.2 -0.1 0.0
0.0 0.1 0.0
-0.1 -0.1 -0.1
0.0 -0.1 -0.2
0.2 0.1 -0.1

The charge is +1. As for the multiplicity: 1.

***

The following is a DFT calculation (ωB97M-V/def2-TZVPD) of the molecule C18H20FN5O2.

Each line ends with the Löwdin charge.
Positions of all 46 atoms, in Å:
C -5.951211 -2.289505 -0.869086  -0.0793
H -6.598359 -3.113919 -0.575407  0.0952
H -5.372615 -2.579963 -1.751245  0.0979
H -6.564468 -1.414461 -1.105122  0.0976
O -5.115332 -2.049010 0.239731  -0.0719
C -4.194386 -1.061396 0.157267  -0.2711
C -3.400355 -0.859524 1.290360  0.0050
C -2.431514 0.116766 1.307307  -0.0179
C -2.200509 0.935270 0.198266  -0.1048
C -3.019271 0.725617 -0.906888  -0.2067
C -3.999309 -0.246792 -0.953187  0.0611
H -4.581793 -0.342834 -1.854551  0.1185
F -2.857748 1.499562 -2.006766  0.0714
C -1.154452 1.947798 0.192842  -0.1684
C 0.153356 1.919913 0.665252  -0.1563
C 0.659482 3.194541 0.358740  -0.1042
N -0.247045 3.941623 -0.237427  0.0411
N -1.329093 3.182950 -0.340078  0.0318
H -2.157758 3.541884 -0.787548  0.1597
H 1.638171 3.581258 0.559151  0.1054
C 0.917271 0.778003 1.243989  -0.1284
N 1.864196 0.260365 0.257883  -0.1255
C 1.222637 -0.346001 -0.898985  -0.1490
C 0.863840 -1.789422 -0.498392  -0.1364
H -0.151867 -1.829752 -0.101760  0.0958
H 0.921690 -2.460250 -1.352206  0.1077
C 1.896934 -2.135857 0.584094  -0.1150
H 2.570173 -2.930022 0.271502  0.0957
H 1.414017 -2.433983 1.514013  0.1075
C 2.689314 -0.821309 0.786762  -0.2527
C 3.983719 -0.829859 0.044886  -0.1938
N 4.582277 -1.893932 -0.408153  0.1263
O 5.714952 -1.486091 -1.001262  -0.0687
N 5.843837 -0.152023 -0.931059  0.1147
C 4.803281 0.303017 -0.293866  -0.2757
C 4.561759 1.729764 -0.000512  -0.0194
H 5.305228 2.340440 -0.503765  0.0832
H 4.622120 1.899090 1.073854  0.0887
H 3.559565 1.997726 -0.327887  0.0639
H 2.916512 -0.636908 1.842907  0.1561
H 1.953728 -0.354074 -1.712657  0.1247
H 0.361349 0.238197 -1.217150  0.1147
H 1.504177 1.134811 2.096514  0.1310
H 0.228582 -0.002794 1.595409  0.1109
H -1.852199 0.275952 2.203000  0.1192
H -3.572894 -1.484859 2.151248  0.1207

Force components x, y, z for each atom (eV/Å):
-0.2 0.0 -0.2
0.0 0.1 -0.1
0.0 0.0 0.0
0.0 0.0 0.0
0.2 0.1 0.2
0.2 0.2 0.1
-0.1 -0.2 0.0
-0.2 0.0 -0.2
-0.3 -0.1 -0.3
0.2 -0.1 0.3
-0.2 -0.1 -0.1
-0.1 0.0 -0.1
0.0 -0.1 0.2
0.5 0.2 0.1
-0.5 -0.1 0.0
-0.4 -0.1 0.0
0.3 0.8 -0.3
-0.1 -0.3 0.2
0.1 0.0 0.1
0.2 0.1 0.0
0.0 0.0 -0.1
0.1 0.1 0.1
-0.1 -0.1 -0.3
0.0 0.1 0.0
0.0 -0.1 0.0
-0.1 -0.1 0.0
0.0 0.0 0.1
-0.1 -0.1 0.1
0.0 0.0 0.0
0.0 -0.3 0.2
0.8 0.1 -0.4
-0.7 -0.1 0.4
0.2 -0.3 -0.1
0.0 1.0 0.1
0.0 -0.8 -0.1
0.1 0.2 -0.1
0.1 0.1 0.0
0.0 0.1 0.1
0.0 0.1 0.0
-0.1 0.0 -0.1
-0.1 0.0 -0.1
0.1 0.0 -0.1
-0.1 -0.1 0.0
0.0 0.0 0.1
0.1 0.0 0.1
0.0 -0.1 0.1

As for the multiplicity: 1. Its SMILES is COc1ccc(-c2[nH]ncc2CN2CCC[C@H]2c2nonc2C)c(F)c1. Its relative energy (zero: lowest compared OMol25 entry of this formula, charge and spin) is 312.7 kJ/mol.

***

| no. | HOMO level (eV) | lowest unoccupied orbital energy (eV) |
| --- | --- | --- |
| 1 | -11.3 | -3.51 |
| 2 | -8.5 | 0.56 |